Arrangement a

The following is a quantum chemistry calculation of the molecule C3H3NO2S2, from OMol25.

The HOMO energy comes out at -8.7 eV. The lowest unoccupied orbital energy comes out at 0.35 eV. For the gap between HOMO and LUMO, the calculation gives 9.071 eV. The SMILES is O=c1o[nH]c(S)c1S. As for the total charge: 0.

Element x y z (Å)
O -2.16 1.30 0.57
C -1.03 0.99 0.31
O 0.03 1.85 0.43
N 1.20 1.22 -0.03
C 0.86 -0.11 -0.27
S 2.14 -1.19 -0.76
C -0.47 -0.28 -0.17
S -1.46 -1.68 -0.53
H 1.91 1.35 0.73
H 1.53 -2.30 -0.32
H -2.55 -1.14 0.04

---

Arrangement b

The following is a quantum chemistry calculation of the molecule C3H3NO2S2, from OMol25.

The HOMO energy comes out at -9.1 eV. The lowest unoccupied orbital energy comes out at -0.14 eV. For the gap between HOMO and LUMO, the calculation gives 8.968 eV. The SMILES is O=C1CONC(=S)S1. As for the total charge: 0.

Element x y z (Å)
O 1.82 0.93 1.85
C 0.96 0.57 1.09
C 0.22 -0.87 0.86
O 0.06 -1.37 -0.38
N -0.80 -0.45 -0.94
C -0.40 0.89 -1.18
S -1.26 1.79 -2.11
S 1.01 1.55 -0.36
H -0.87 -0.52 1.30
H 0.73 -1.79 1.45
H -1.46 -0.74 -1.58

---

Need the numbers? Relative energies in kJ/mol: arrangement a 0.0; arrangement b 219.7.